Molecular formula: C45H99F2N10O13S2
Method: DFT, the ωB97M-V functional and the def2-TZVPD basis

Properties
Total charge = -1
Maximum force = 4.0 eV Å⁻¹
Spin multiplicity = 1
Gap between HOMO and LUMO = 9.067 eV

Geometry as XYZ:
```
171
C45H99F2N10O13S2 | the OMol25 dataset | the ωB97M-V functional and the def2-TZVPD basis
N -1.028 0.524 1.409
S -1.026 0.427 -0.160
O -2.288 -0.064 -0.709
O 0.183 -0.008 -0.755
F -1.198 2.003 -0.477
S 0.265 1.118 2.192
O 0.173 2.486 2.578
O 1.534 0.603 1.754
F 0.034 0.284 3.590
C 3.970 -1.139 4.856
C 3.171 -0.390 5.914
O 3.163 -0.588 7.078
N 2.318 0.511 5.394
C 1.564 1.445 6.258
H 3.860 -0.679 3.853
H 3.687 -2.171 4.848
H 5.028 -1.123 5.181
H 2.418 0.681 4.392
H 1.720 1.072 7.285
H 0.512 1.444 5.870
H 2.002 2.423 6.243
C -3.543 -2.969 0.780
C -4.613 -2.269 1.551
O -5.515 -2.846 2.064
N -4.469 -0.956 1.596
C -5.444 -0.049 2.189
H -3.104 -2.427 -0.025
H -4.043 -3.900 0.493
H -2.655 -3.207 1.375
H -3.684 -0.554 0.970
H -6.382 0.153 1.639
H -4.976 0.902 2.322
H -5.727 -0.442 3.147
C 1.869 5.964 -3.860
C 1.057 5.747 -2.624
O 1.586 5.440 -1.538
N -0.291 5.718 -2.716
C -1.167 5.363 -1.586
H 1.386 6.385 -4.785
H 2.200 4.992 -4.129
H 2.761 6.510 -3.639
H -0.705 5.865 -3.647
H -1.218 6.168 -0.819
H -0.880 4.380 -1.179
H -2.170 5.274 -2.032
C 5.295 6.064 -0.377
C 4.536 6.021 0.974
O 4.889 6.697 1.901
N 3.469 5.240 0.898
C 2.567 4.806 1.978
H 5.620 7.025 -0.466
H 4.638 5.762 -1.248
H 6.071 5.332 -0.309
H 3.230 4.787 0.061
H 2.864 5.215 2.910
H 2.618 3.662 2.034
H 1.501 5.038 1.810
C 1.668 2.431 -2.981
C 3.086 2.819 -2.857
O 3.796 3.352 -3.703
N 3.686 2.621 -1.625
C 2.909 2.186 -0.438
H 1.467 2.315 -4.017
H 1.170 3.268 -2.494
H 1.476 1.426 -2.484
H 4.613 3.053 -1.571
H 2.240 1.387 -0.725
H 2.363 3.012 -0.027
H 3.560 1.834 0.352
C -2.134 5.389 2.285
C -2.701 4.873 3.590
O -3.260 5.606 4.359
N -2.464 3.549 3.830
C -2.921 2.874 4.990
H -1.051 5.289 2.344
H -2.298 6.472 2.251
H -2.630 4.878 1.518
H -1.998 3.027 3.095
H -2.283 3.102 5.856
H -2.728 1.837 4.789
H -3.922 2.996 5.195
C 1.006 -5.887 3.540
C 1.435 -4.383 3.826
C 0.312 -3.423 3.491
C -0.926 -3.467 4.423
C -0.472 -3.126 5.820
C 0.641 -4.112 6.252
N 1.798 -4.117 5.228
O 2.722 -5.171 5.582
C 1.343 -3.643 7.563
C 0.069 -5.497 6.527
C 2.689 -4.119 2.938
H 1.485 -6.618 4.153
H 1.093 -6.141 2.447
H -0.054 -5.910 3.701
H 0.710 -2.366 3.614
H 0.008 -3.459 2.404
H -1.380 -4.449 4.504
H -1.578 -2.699 3.991
H -1.302 -3.335 6.484
H -0.117 -2.062 5.866
H 0.561 -3.714 8.332
H 2.166 -4.320 7.939
H 1.621 -2.622 7.642
H 0.897 -6.245 6.621
H -0.335 -5.381 7.490
H -0.660 -5.839 5.793
H 3.367 -4.854 3.277
H 3.155 -3.166 3.148
H 2.509 -4.160 1.865
H 3.465 -4.624 5.987
C -2.991 4.164 -5.146
C -2.833 2.591 -5.135
C -4.201 1.950 -5.191
C -3.961 0.486 -5.384
C -3.130 0.149 -6.589
C -1.789 0.844 -6.581
N -2.089 2.249 -6.381
O -0.868 2.955 -6.367
C -0.757 0.132 -5.659
C -1.171 0.692 -7.979
C -2.173 2.178 -3.721
H -2.000 4.562 -4.953
H -3.648 4.368 -4.298
H -3.416 4.479 -6.089
H -4.729 2.077 -4.288
H -4.770 2.445 -6.025
H -4.875 -0.052 -5.438
H -3.440 0.059 -4.525
H -3.678 0.534 -7.459
H -2.960 -0.906 -6.702
H -1.080 -0.318 -4.757
H -0.295 -0.577 -6.343
H 0.134 0.786 -5.400
H -0.954 -0.393 -8.193
H -1.782 1.144 -8.750
H -0.225 1.210 -7.994
H -2.185 1.110 -3.448
H -2.683 2.864 -2.971
H -1.149 2.472 -3.727
H -0.256 2.395 -5.855
C 2.315 -3.696 -4.407
C 1.374 -3.615 -3.193
C 0.257 -2.729 -3.692
C -0.859 -2.602 -2.700
C -1.381 -3.965 -2.477
C -0.297 -4.914 -1.807
N 0.875 -4.941 -2.782
O 1.908 -5.818 -2.260
C -0.069 -4.402 -0.363
C -0.782 -6.322 -1.714
C 2.164 -2.787 -2.193
H 1.696 -4.100 -5.266
H 3.066 -4.512 -4.283
H 2.845 -2.801 -4.696
H 0.687 -1.817 -3.889
H 0.043 -3.138 -4.681
H -1.583 -1.904 -2.982
H -0.424 -2.261 -1.725
H -1.752 -4.386 -3.408
H -2.228 -4.108 -1.849
H 0.809 -4.935 0.012
H -0.145 -3.343 -0.141
H -0.854 -4.822 0.268
H -1.863 -6.252 -1.537
H -0.664 -6.887 -2.640
H -0.261 -6.917 -0.952
H 1.513 -2.289 -1.513
H 2.739 -2.076 -2.734
H 2.798 -3.402 -1.638
H 2.523 -5.349 -1.697
```

Mulliken atomic charge list, values in e, 4 entries: number 1, N, carries -0.349; number 2, S, carries 1.209; number 3, O, carries -0.765; number 4, O, carries -0.410

Molecular formula: C46H101BBrClF5N5O9P
Method: DFT, the ωB97M-V functional and the def2-TZVPD basis

Properties
ΔE to the lowest compared entry with this formula, charge and spin = 18.094 eV
Total charge = +1
Maximum force = 7.0 eV Å⁻¹
Spin multiplicity = 1
Gap between HOMO and LUMO = 7.543 eV

Geometry as XYZ:
```
170
C46H101BBrClF5N5O9P | the OMol25 dataset | the ωB97M-V functional and the def2-TZVPD basis
C -2.634 1.092 0.956
C -1.034 1.035 1.444
N -0.826 -0.352 1.994
C 0.057 -0.428 3.202
N -0.865 -0.775 4.359
C -2.084 0.116 4.506
C -3.458 -0.579 3.844
C -3.971 -1.892 4.740
C -5.080 -2.815 3.957
F -5.889 -3.535 5.005
F -6.052 -2.035 3.154
C -4.449 -3.976 2.986
F -4.333 -3.554 1.540
F -5.463 -5.096 2.969
F -3.188 -4.585 3.474
C -0.221 -0.950 5.702
C 0.221 0.352 6.531
N 0.854 1.497 5.784
C 1.292 2.563 6.800
C 0.951 -2.116 5.462
B 1.458 -2.851 6.841
C 1.805 -4.490 6.734
O 1.650 -2.252 8.169
N 1.961 -1.739 4.457
P 3.469 -1.040 4.953
O 3.378 -0.097 6.460
Cl 4.838 -2.627 5.541
C 1.416 -1.341 3.092
C 2.554 -0.407 2.297
C 2.103 0.016 0.748
C 3.415 -0.031 -0.287
C 3.000 0.427 -1.841
N 1.842 -0.492 -2.227
C 2.080 -1.951 -2.547
C 0.556 -2.488 -2.825
C -0.488 -1.215 -2.616
C 0.416 0.094 -2.219
C 1.309 -2.731 2.251
Br 2.691 -4.024 3.030
C -0.082 -3.562 2.292
C -0.049 -4.676 1.045
H -3.247 1.460 1.901
H -3.043 0.018 0.658
H -2.784 1.901 0.123
H -0.931 1.909 2.220
H -0.420 1.216 0.443
H -0.642 -1.046 1.253
H 0.472 0.685 3.340
H -1.261 -1.732 4.101
H -1.919 1.217 4.074
H -2.403 0.301 5.643
H -4.336 0.212 3.752
H -3.265 -0.997 2.760
H -3.048 -2.575 5.055
H -4.490 -1.483 5.718
H -1.033 -1.518 6.375
H -0.762 0.804 7.040
H 0.943 0.136 7.457
H 0.063 1.970 5.264
H 0.378 3.082 7.330
H 1.966 2.077 7.638
H 1.943 3.370 6.210
H 0.301 -2.987 4.956
H 2.952 -4.571 6.515
H 1.473 -4.938 7.771
H 1.127 -4.914 5.858
H 1.842 -2.965 8.863
H 4.300 -0.210 6.859
H 2.703 0.654 2.814
H 3.572 -0.984 2.121
H 1.273 -0.683 0.319
H 1.744 1.155 0.710
H 4.262 0.709 0.101
H 3.795 -1.150 -0.334
H 3.945 0.256 -2.538
H 2.726 1.569 -1.914
H 3.106 -2.539 -2.556
H 0.258 -3.591 -3.090
H -1.655 -1.179 -2.683
H 0.127 1.199 -1.952
H 1.635 -2.670 1.116
H -1.072 -2.966 2.157
H -0.240 -4.239 3.264
H 0.037 -5.766 1.522
H -1.065 -4.695 0.434
H 0.885 -4.562 0.351
C -2.992 0.258 -5.043
C -3.783 0.761 -3.845
C -4.986 1.581 -4.281
O -2.937 1.561 -3.024
H -2.609 1.094 -5.639
H -2.122 -0.321 -4.714
H -3.611 -0.375 -5.687
H -4.117 -0.090 -3.241
H -4.674 2.464 -4.849
H -5.539 1.947 -3.408
H -5.665 0.988 -4.902
H -2.636 2.319 -3.552
C 4.315 5.408 -4.160
C 3.386 4.205 -4.162
C 2.548 4.153 -5.429
O 2.524 4.272 -3.029
H 3.745 6.343 -4.204
H 4.903 5.439 -3.236
H 5.002 5.378 -5.011
H 3.974 3.285 -4.072
H 1.916 5.043 -5.518
H 1.876 3.289 -5.411
H 3.182 4.085 -6.319
H 1.997 5.085 -3.100
C -7.266 -2.381 -5.345
C -7.246 -1.523 -6.600
C -8.653 -1.247 -7.105
O -6.502 -2.190 -7.616
H -7.730 -3.354 -5.543
H -6.246 -2.582 -5.000
H -7.818 -1.888 -4.539
H -6.738 -0.575 -6.391
H -9.166 -2.179 -7.365
H -8.623 -0.639 -8.016
H -9.247 -0.720 -6.352
H -6.946 -3.032 -7.809
C 6.408 8.518 -7.594
C 5.479 7.315 -7.596
C 4.641 7.263 -8.864
O 4.617 7.382 -6.463
H 5.838 9.453 -7.638
H 6.996 8.549 -6.671
H 7.095 8.488 -8.446
H 6.067 6.395 -7.506
H 4.009 8.153 -8.952
H 3.969 6.399 -8.846
H 5.275 7.195 -9.753
H 4.090 8.195 -6.534
C -1.230 -4.278 11.358
C -1.210 -3.421 10.103
C -2.617 -3.144 9.598
O -0.466 -4.088 9.087
H -1.694 -5.251 11.160
H -0.210 -4.479 11.703
H -1.782 -3.785 12.164
H -0.702 -2.473 10.312
H -3.130 -4.077 9.338
H -2.587 -2.536 8.687
H -3.211 -2.617 10.351
H -0.910 -4.930 8.894
C -2.860 4.359 -9.607
C -2.598 3.259 -8.591
C -2.608 1.887 -9.245
O -3.597 3.306 -7.576
H -3.845 4.236 -10.073
H -2.862 5.340 -9.120
H -2.099 4.360 -10.394
H -1.630 3.429 -8.107
H -3.584 1.676 -9.698
H -2.430 1.104 -8.500
H -1.840 1.813 -10.021
H -4.460 3.156 -7.996
C 5.905 -2.993 1.429
C 6.960 -2.236 0.638
C 8.364 -2.623 1.075
O 6.777 -0.835 0.827
H 5.980 -2.767 2.499
H 4.900 -2.695 1.113
H 6.010 -4.074 1.292
H 6.837 -2.441 -0.430
H 8.526 -2.384 2.132
H 9.113 -2.062 0.506
H 8.542 -3.693 0.927
H 6.884 -0.643 1.774
```

Mulliken atomic charge list, values in e, 4 entries: number 1, C, carries -0.742; number 2, C, carries -0.063; number 3, N, carries 0.342; number 4, C, carries -3.113

The highest gap between HOMO and LUMO belongs to which entry?
C45H99F2N10O13S2

Among the records above, which one has the lowest total charge?
C45H99F2N10O13S2